This record from the OMol25 dataset describes C2H4NP in the gas phase. The level of theory is ωB97M-V/def2-TZVPD.

The geometry in XYZ format:
```
8
Properties=species:S:1:pos:R:3:forces:R:3
C 1.896225 -0.844001 -0.399961 0.2034 -1.8727 -0.4874
C -0.479500 0.699938 0.186044 0.7877 2.6922 5.1290
N 2.224302 -0.272825 0.786782 -1.2342 1.4198 0.0450
P 1.317375 0.821358 -0.296230 0.0760 -1.0408 0.2583
H 2.372994 -1.624922 -1.002813 0.1414 0.9952 -0.1985
H -1.010699 0.402987 -0.604294 -1.6735 -1.5140 -3.5411
H -0.940305 1.783109 0.376114 1.1328 -2.2446 0.1313
H -0.689733 -0.047068 1.051623 0.5665 1.5648 -1.3365
```
Forces are in eV/Å.

Computed properties:
**LUMO energy (spin up / spin down)**: 1.03 / -2.57 eV
**Kohn-Sham gap (spin up / spin down)**: 0.2811 / 0.2556 Ha
**F_max**: 5.846 eV/Å
**ΔE to the lowest compared entry with this formula, charge and spin**: 60.9 kcal/mol
**⟨S²⟩**: 2.01
**E_HOMO (spin up / spin down)**: -6.6 / -9.5 eV
**Energy**: -12912.117 eV
**Multiplicity**: 3

Per-atom natural (NBO) charges, elementary charge units: number 1, C, carries -0.404; number 2, C, carries -0.931; number 3, N, carries -0.549; number 4, P, carries 0.938; number 5, H, carries 0.222; number 6, H, carries 0.229; number 7, H, carries 0.234; number 8, H, carries 0.260


This record from the OMol25 dataset describes a molecular structure, C13H26ClINOP2Rh. The level of theory is ωB97M-V/def2-TZVPD.

The geometry in XYZ format:
```
46
Properties=species:S:1:pos:R:3:forces:R:3
C -0.581814 -0.073155 -3.389876 0.0858 -0.3287 0.1107
C -1.004500 -0.487713 -1.992327 0.5662 5.3619 0.7578
H -0.861239 0.982706 -3.463499 0.1343 -0.1886 0.0043
H -1.124550 -0.631296 -4.150014 0.3463 -0.1627 -0.1361
H 0.519649 -0.141384 -3.505070 -0.6683 -0.2120 -0.0237
O -1.015244 0.384644 -1.125197 -0.3146 -2.1426 -1.3182
I -1.722183 -2.312831 -1.566728 1.7870 -3.5529 -0.3984
Rh 2.860304 0.560596 1.276063 -5.2344 3.6159 3.7294
P 3.665602 -0.639356 -0.105642 0.5660 -3.3544 -4.6187
C 4.854799 0.148502 0.978729 3.0979 -0.6241 0.4413
C 3.816791 -2.390418 0.087441 0.5740 -0.3946 -0.1852
H 4.875907 -2.597598 0.222386 0.1393 -0.4977 -0.1641
H 4.877732 0.061788 -1.948451 -0.0209 -0.0217 -0.6799
H 3.430770 -2.850676 -0.824166 0.1287 -0.1626 0.1807
H 3.427586 -0.927941 -2.428880 0.2985 0.2218 -0.0076
H 4.513371 0.689912 1.957728 1.6872 -0.3306 -0.1390
H 3.261179 -2.763068 0.948926 -0.0047 0.1591 -0.1001
C 3.811646 -0.117482 -1.797911 0.5860 -0.1922 -0.2957
H 5.384846 -0.779709 1.265051 0.4120 0.9445 0.5208
H 3.250308 0.793847 -2.003254 0.0242 -0.0507 0.1181
H 5.463452 0.796904 0.346200 0.2307 0.1507 0.5179
P -3.939346 -1.265983 -0.819383 -2.0477 1.3843 1.3361
C -3.693272 -0.055791 0.534456 -0.7479 0.2051 0.1168
C -4.606374 -0.593174 -2.350817 -1.3090 0.0146 -0.8715
H -4.871204 -3.486741 -0.911645 0.0415 -0.0016 0.0156
H -5.953049 -2.464205 0.053958 0.6432 0.1619 -0.1517
H -4.374514 -3.004962 0.733745 -0.2423 0.0327 -0.3022
C -4.890230 -2.673645 -0.183009 -0.1468 -0.0149 0.1966
H -4.076206 -1.075363 -3.183240 0.0431 0.2016 0.1490
H -5.686558 -0.820800 -2.557480 0.8322 0.0581 0.6039
H -4.665453 0.402183 0.853373 0.7962 -0.2766 -0.3452
H -2.966616 0.709658 0.210173 -0.4367 -0.3622 0.2036
H -4.522925 0.494764 -2.454232 0.2770 -0.2190 0.2513
H -3.291718 -0.609291 1.402372 -0.0562 0.2028 -0.4378
Cl 1.164484 -1.009282 0.260346 -1.3362 -0.7744 0.1488
C 0.042797 3.347860 3.469434 -0.4092 -0.2067 0.0140
C 0.658984 3.747806 2.288418 0.2663 -0.6356 -0.8310
C 1.110650 2.754739 1.397587 0.1403 0.2470 2.2000
N 1.152569 1.486251 1.844726 -1.1900 -0.0318 -0.7071
C 0.363945 1.030494 2.833125 -0.1915 1.2967 0.4632
C -0.247054 1.982476 3.663557 0.2612 -0.3374 0.1265
H -0.261047 4.106510 4.205625 0.0619 -0.5105 -0.3947
H 0.866111 4.778776 2.042705 -0.3086 0.1185 0.0674
H 1.584540 2.934898 0.440403 0.0776 0.2495 0.0804
H 0.252123 -0.060758 2.937364 0.2969 0.6987 0.1057
H -0.855060 1.637327 4.506938 0.2639 0.2613 -0.3519
```
Forces are in eV/Å.

Computed properties:
**LUMO energy (spin up / spin down)**: -5.30 / -7.52 eV
**Kohn-Sham gap (spin up / spin down)**: 0.2274 / 0.2834 Ha
**F_max**: 7.374 eV/Å
**Net charge**: +2
**⟨S²⟩**: 6.01
**E_HOMO (spin up / spin down)**: -11.5 / -15.2 eV
**Energy**: -59628.413 eV
**Multiplicity**: 5

Per-atom natural (NBO) charges, elementary charge units: number 1, C, carries -0.718; number 2, C, carries 0.362; number 3, H, carries 0.263; number 4, H, carries 0.244; number 5, H, carries 0.260; number 6, O, carries -0.527; number 7, I, carries 0.462; number 8, Rh, carries 0.677; number 9, P, carries 1.214; number 10, C, carries -0.998; number 11, C, carries -0.975; number 12, H, carries 0.247; number 13, H, carries 0.260; number 14, H, carries 0.272; number 15, H, carries 0.272; number 16, H, carries 0.219; number 17, H, carries 0.280; number 18, C, carries -0.970; number 19, H, carries 0.279; number 20, H, carries 0.263; number 21, H, carries 0.284; number 22, P, carries 1.112; number 23, C, carries -0.956; number 24, C, carries -1.007; number 25, H, carries 0.269; number 26, H, carries 0.287; number 27, H, carries 0.267; number 28, C, carries -0.970; number 29, H, carries 0.260; number 30, H, carries 0.291; number 31, H, carries 0.270; number 32, H, carries 0.281; number 33, H, carries 0.283; number 34, H, carries 0.262; number 35, Cl, carries -0.550; number 36, C, carries -0.133; number 37, C, carries -0.222; number 38, C, carries 0.041; number 39, N, carries -0.498; number 40, C, carries 0.038; number 41, C, carries -0.221; number 42, H, carries 0.256; number 43, H, carries 0.254; number 44, H, carries 0.221; number 45, H, carries 0.242; number 46, H, carries 0.252